No. 1
C11H9ClFN | ωB97M-V with the def2-TZVPD basis set

## Properties
Molecular weight = 209.65 g/mol
Frontier orbital gap (spin up / spin down) = 8.34 / 7.46 eV
Calculated total energy = -28276.4540 eV
Highest occupied orbital energy (spin up / spin down) = -9.39 / -8.76 eV
Total charge = 0

The geometry in XYZ format:
```
23
Properties=species:S:1:pos:R:3:forces:R:3:nbo_charge:R:1
C -1.110333 0.808060 1.967551 -0.222 0.685 -0.524 0.202
C 3.760634 -0.273833 -0.397748 -0.909 2.073 -1.562 -0.204
C 3.083845 -1.402647 -0.038981 -1.248 -1.151 1.183 -0.267
C 3.084928 0.980637 -0.629195 -0.518 -0.835 1.600 -0.224
C 1.091028 -0.150250 0.119380 -1.714 3.930 0.004 0.063
C 1.688926 -1.308455 0.236778 2.036 -1.477 -0.365 0.287
C 1.720766 1.056137 -0.218861 1.373 0.063 -1.197 -0.101
C -2.282825 -1.087507 0.487250 -0.888 -5.969 3.324 -0.449
C -2.148428 -0.053865 -0.461464 1.478 2.361 -3.050 -0.229
C -1.548102 0.077604 0.891255 1.193 -0.437 -0.262 0.019
C -3.330670 0.822258 -0.871491 0.179 1.078 2.134 -0.611
N -0.703281 1.544696 2.763472 -0.001 -0.124 0.399 -0.278
F 0.981682 -2.397847 0.557051 0.112 -0.466 0.178 -0.315
Cl 0.945423 2.655076 -0.363105 0.085 -1.252 0.240 0.006
H 4.767797 -0.226797 -0.756293 0.638 -0.633 0.370 0.225
H 3.491214 -2.394748 0.193373 0.334 0.533 -0.475 0.238
H 3.692752 1.863772 -0.943770 -0.932 -0.820 0.266 0.238
H -3.271957 -1.276733 0.987212 0.647 0.737 -0.527 0.234
H -1.823416 -2.176909 0.518778 -0.326 2.419 -0.641 0.250
H -1.347077 -0.179466 -1.277150 -1.377 0.189 1.200 0.243
H -4.241461 0.605152 -0.178104 1.525 0.453 -1.367 0.214
H -3.537614 0.605835 -1.910761 -0.401 0.351 -0.144 0.226
H -2.963832 1.909827 -0.675185 -1.067 -1.708 -0.786 0.230
```
Forces are in eV/Å.

No. 2
C11H9ClN2O | ωB97M-V with the def2-TZVPD basis set

## Properties
Molecular weight = 220.66 g/mol
Frontier orbital gap (spin up / spin down) = 7.19 / 7.18 eV
Calculated total energy = -29099.1210 eV
Highest occupied orbital energy (spin up / spin down) = -7.86 / -7.86 eV
Total charge = 0
Relative energy (zero: lowest compared OMol25 entry of this formula, charge and spin) = 382.40 kJ/mol

The geometry in XYZ format:
```
24
Properties=species:S:1:pos:R:3:forces:R:3:nbo_charge:R:1
C -1.623363 1.490266 -1.462902 0.094 -0.259 1.357 0.217
C 2.954425 -1.731766 -0.853449 -2.532 3.761 1.795 -0.211
C 3.377594 -0.429860 -0.565509 1.654 -0.388 -0.439 -0.186
C 1.571489 -1.981707 -0.734077 1.000 -3.395 -0.293 -0.180
C 2.436216 0.535933 -0.211252 0.224 -0.465 -0.475 -0.212
C 0.641741 -1.090727 -0.311671 0.145 2.004 -0.102 -0.228
C 1.101315 0.247433 0.011496 0.721 -2.494 -1.331 -0.032
C -0.468678 1.346807 1.735463 -0.300 -0.401 -1.318 0.755
C 0.264084 1.350636 0.407031 -1.255 1.420 0.259 -0.307
C -1.158985 1.464861 -0.175196 1.270 -0.008 1.844 -0.090
C -2.897655 1.303806 1.691151 -0.342 -0.402 -1.095 -0.236
N -1.879070 1.408674 -2.569495 -0.695 0.079 -2.221 -0.303
N -1.739486 1.365521 1.058473 -2.468 -0.138 0.949 -0.283
O -0.322395 1.433575 2.884393 0.806 -0.066 1.808 -0.462
Cl -3.758799 -2.393591 -0.686678 -0.670 -1.193 -0.713 -0.285
H 3.643488 -2.453934 -0.945381 2.147 -2.679 -0.854 0.209
H 4.505828 -0.147160 -0.612917 -2.229 -0.514 -0.057 0.219
H 1.238480 -3.073967 -0.874869 0.419 1.836 -0.102 0.212
H 2.734197 1.559875 -0.290661 0.194 0.567 0.675 0.211
H -0.381815 -1.437327 -0.461094 -0.053 0.646 0.791 0.235
H 0.812244 2.282259 0.483224 0.528 0.339 -0.675 0.228
H -4.344200 -3.422155 -1.307785 0.699 1.221 0.728 0.286
H -2.950056 1.112669 2.796039 0.341 0.387 -1.499 0.235
H -3.756593 1.259884 0.995657 0.301 0.143 0.968 0.208
```
Forces are in eV/Å.

No. 3
C11H9N4O2PS | ωB97M-V with the def2-TZVPD basis set

## Properties
Molecular weight = 292.26 g/mol
Frontier orbital gap = 8.24 eV
Calculated total energy = -41733.9180 eV
Highest occupied orbital energy = -9.25 eV
Total charge = 0

The geometry in XYZ format:
```
28
Properties=species:S:1:pos:R:3:forces:R:3:nbo_charge:R:1
N -3.186247 0.005351 -0.277675 0.375 0.144 -0.212 -1.338
P -1.943181 -0.056939 -1.198619 -0.269 -0.040 0.207 2.221
O -1.343756 -1.484966 -1.575535 0.023 -0.094 -0.004 -0.981
O -2.308319 0.435340 -2.689813 -0.183 0.221 0.062 -0.990
C -0.502203 0.900848 -0.679976 -0.097 0.012 -0.330 -0.419
C -0.451780 2.233826 -1.217531 -0.379 -0.323 -0.008 -0.167
C 0.533778 3.103622 -0.928902 0.266 0.279 0.051 -0.200
C 1.554121 2.659503 -0.055311 0.201 0.097 0.103 0.079
N 2.608023 3.375429 0.367873 -0.120 -0.085 0.023 -0.611
S 3.428517 2.417739 1.351116 0.105 0.101 -0.062 0.999
N 2.557149 1.088168 1.297645 -0.116 -0.082 0.044 -0.632
C 1.522835 1.335222 0.478241 0.254 0.221 0.062 0.152
C 0.472416 0.425444 0.158512 -0.081 -0.079 -0.001 -0.014
C 0.514892 -0.940482 0.727092 0.032 -0.317 0.074 -0.023
C -0.583087 -1.527481 1.346286 0.022 0.089 0.113 -0.243
C -0.474301 -2.818202 1.845662 0.066 0.088 -0.070 0.042
N 0.633821 -3.547939 1.770443 0.043 0.041 -0.042 -0.406
C 1.685039 -2.981554 1.176098 -0.023 -0.015 0.016 0.033
C 1.681981 -1.701233 0.650736 -0.104 0.046 -0.042 -0.226
H -3.050750 0.566596 0.553106 -0.157 -0.080 0.048 0.387
H -1.831244 -1.889109 -2.304346 0.049 -0.069 0.024 0.518
H -3.137522 0.931579 -2.620724 0.052 -0.074 -0.133 0.515
H -1.236597 2.542806 -1.892441 -0.040 -0.033 -0.025 0.225
H 0.549328 4.099224 -1.348407 0.082 0.021 0.041 0.235
H -1.524034 -1.002918 1.448143 0.067 -0.006 -0.015 0.233
H -1.332290 -3.276926 2.324495 0.042 -0.039 0.016 0.195
H 2.588109 -3.579810 1.114493 -0.050 -0.033 0.025 0.193
H 2.575302 -1.313139 0.179341 -0.059 0.009 0.032 0.225
```
Forces are in eV/Å.

Q: Look up the total charge of the second one.
A: 0

Q: Look up the calculated total energy of the first one.
A: -28276.4540 eV

What did the first record say?
C11H9ClFN | ωB97M-V with the def2-TZVPD basis set

## Properties
Molecular weight = 209.65 g/mol
Frontier orbital gap (spin up / spin down) = 8.34 / 7.46 eV
Calculated total energy = -28276.4540 eV
Highest occupied orbital energy (spin up / spin down) = -9.39 / -8.76 eV
Total charge = 0

The geometry in XYZ format:
```
23
Properties=species:S:1:pos:R:3:forces:R:3:nbo_charge:R:1
C -1.110333 0.808060 1.967551 -0.222 0.685 -0.524 0.202
C 3.760634 -0.273833 -0.397748 -0.909 2.073 -1.562 -0.204
C 3.083845 -1.402647 -0.038981 -1.248 -1.151 1.183 -0.267
C 3.084928 0.980637 -0.629195 -0.518 -0.835 1.600 -0.224
C 1.091028 -0.150250 0.119380 -1.714 3.930 0.004 0.063
C 1.688926 -1.308455 0.236778 2.036 -1.477 -0.365 0.287
C 1.720766 1.056137 -0.218861 1.373 0.063 -1.197 -0.101
C -2.282825 -1.087507 0.487250 -0.888 -5.969 3.324 -0.449
C -2.148428 -0.053865 -0.461464 1.478 2.361 -3.050 -0.229
C -1.548102 0.077604 0.891255 1.193 -0.437 -0.262 0.019
C -3.330670 0.822258 -0.871491 0.179 1.078 2.134 -0.611
N -0.703281 1.544696 2.763472 -0.001 -0.124 0.399 -0.278
F 0.981682 -2.397847 0.557051 0.112 -0.466 0.178 -0.315
Cl 0.945423 2.655076 -0.363105 0.085 -1.252 0.240 0.006
H 4.767797 -0.226797 -0.756293 0.638 -0.633 0.370 0.225
H 3.491214 -2.394748 0.193373 0.334 0.533 -0.475 0.238
H 3.692752 1.863772 -0.943770 -0.932 -0.820 0.266 0.238
H -3.271957 -1.276733 0.987212 0.647 0.737 -0.527 0.234
H -1.823416 -2.176909 0.518778 -0.326 2.419 -0.641 0.250
H -1.347077 -0.179466 -1.277150 -1.377 0.189 1.200 0.243
H -4.241461 0.605152 -0.178104 1.525 0.453 -1.367 0.214
H -3.537614 0.605835 -1.910761 -0.401 0.351 -0.144 0.226
H -2.963832 1.909827 -0.675185 -1.067 -1.708 -0.786 0.230
```
Forces are in eV/Å.

Q: Among the records above, which one has the highest calculated total energy?
A: C11H9ClFN